one:
Formula: H8O4
Source: the Open Molecules 2025 dataset
Level of theory: ωB97M-V/def2-TZVPD

```
! wB97M-V def2-TZVPD RIJCOSX def2/J DEFGRID3
* xyz 0 1
O -1.24949 0.29121 -1.59083
H -0.87348 0.55494 -0.75101
H -0.49607 0.02648 -2.11856
O 0.42606 1.14655 0.48461
H 0.74009 1.66738 1.22377
H -0.06044 0.42728 0.88733
O -1.57877 -0.85114 1.69726
H -1.54424 -1.79087 1.87594
H -2.40351 -0.72627 1.22773
O 2.25731 -0.49869 -1.26510
H 1.65536 0.01971 -0.73110
H 3.12719 -0.26659 -0.94002
*
```

## Properties
Kohn-Sham gap = 11.49 eV
SMILES = O.O.O.O

Here are the Mulliken charges for atoms 1 to 8, given in e: atom 1 (O): -0.65, atom 2 (H): 0.37, atom 3 (H): 0.30, atom 4 (O): -0.71, atom 5 (H): 0.29, atom 6 (H): 0.38, atom 7 (O): -0.66, atom 8 (H): 0.32

two:
Formula: H8O4
Source: the Open Molecules 2025 dataset
Level of theory: ωB97M-V/def2-TZVPD

```
! wB97M-V def2-TZVPD RIJCOSX def2/J DEFGRID3
* xyz 0 1
O 0.66453 -0.69792 -1.12714
H -0.41771 -0.33722 -1.14229
O -1.46011 0.34597 -0.96163
H -1.22676 0.38423 0.35905
H -2.29798 0.16644 -1.38139
O -0.72354 0.15085 1.30667
H -1.28079 -0.00409 2.06915
H 0.41043 0.27411 1.25980
O 1.58784 0.26848 0.88328
H 1.20638 -0.29583 -0.23084
H 2.47312 0.60927 0.95067
H 1.06460 -0.86429 -1.98533
*
```

## Properties
Kohn-Sham gap = 11.30 eV

Here are the Mulliken charges for atoms 1 to 8, given in e: atom 1 (O): -0.59, atom 2 (H): 0.41, atom 3 (O): -0.85, atom 4 (H): 0.42, atom 5 (H): 0.26, atom 6 (O): -0.56, atom 7 (H): 0.29, atom 8 (H): 0.46

Which of them is most stable, and which least? Most stable: one; least stable: two.

one:
Formula: H8O4
Source: the Open Molecules 2025 dataset
Level of theory: ωB97M-V/def2-TZVPD

```
! wB97M-V def2-TZVPD RIJCOSX def2/J DEFGRID3
* xyz 0 1
O -0.37401 -1.55134 1.53018
H -0.74708 -1.96211 0.75552
H -0.10367 -0.66379 1.24894
O 0.17411 0.96405 0.49825
H 0.00484 1.90518 0.74283
H 1.08580 0.89828 0.27046
O -2.33173 -0.14761 -0.55347
H -2.56538 0.43325 -1.28234
H -1.47737 0.18510 -0.30909
O 2.30064 -0.09388 -0.63736
H 1.56795 -0.56271 -1.01894
H 2.46590 0.59557 -1.24497
*
```

## Properties
Kohn-Sham gap = 10.84 eV
SMILES = O.O.O.O

Here are the Mulliken charges for atoms 1 to 8, given in e: atom 1 (O): -0.64, atom 2 (H): 0.30, atom 3 (H): 0.38, atom 4 (O): -0.72, atom 5 (H): 0.28, atom 6 (H): 0.37, atom 7 (O): -0.61, atom 8 (H): 0.31

two:
Formula: H8O4
Source: the Open Molecules 2025 dataset
Level of theory: ωB97M-V/def2-TZVPD

```
! wB97M-V def2-TZVPD RIJCOSX def2/J DEFGRID3
* xyz 0 1
O -0.82554 -1.25515 0.33731
H -1.17624 -1.74613 1.08893
H -0.59107 -0.39643 0.70693
O -0.33184 -1.09919 4.31383
H -0.24697 -1.63777 3.51902
H 0.52244 -1.18981 4.75083
O -0.18767 1.72052 -3.26898
H -0.05651 1.95298 -4.19513
H -0.49923 0.80888 -3.29787
O 1.29067 0.58624 -1.33473
H 1.38469 1.30561 -1.96929
H 0.71726 0.95024 -0.65085
*
```

## Properties
Kohn-Sham gap = 11.44 eV
SMILES = O.O.O.O

Here are the Mulliken charges for atoms 1 to 8, given in e: atom 1 (O): -0.60, atom 2 (H): 0.30, atom 3 (H): 0.31, atom 4 (O): -0.63, atom 5 (H): 0.30, atom 6 (H): 0.33, atom 7 (O): -0.66, atom 8 (H): 0.31

Which of them is most stable, and which least? Most stable: one; least stable: two.

one:
Formula: H8O4
Source: the Open Molecules 2025 dataset
Level of theory: ωB97M-V/def2-TZVPD

```
! wB97M-V def2-TZVPD RIJCOSX def2/J DEFGRID3
* xyz 0 1
O 5.73291 7.83217 -19.13779
H 5.57959 7.85349 -20.08885
H 6.67478 8.04872 -19.02306
O 9.82691 11.69321 -17.61244
H 10.42027 11.68741 -18.37435
H 9.30374 12.49814 -17.70975
O 8.22641 9.21988 -18.69678
H 8.66579 9.90330 -18.16674
H 7.68802 9.71520 -19.32752
O 10.14866 7.50856 -17.81681
H 9.85670 7.93868 -17.00786
H 9.46175 7.72286 -18.46715
*
```

## Properties
Kohn-Sham gap = 11.15 eV
SMILES = O.O.O.O

Here are the Mulliken charges for atoms 1 to 8, given in e: atom 1 (O): -0.63, atom 2 (H): 0.31, atom 3 (H): 0.36, atom 4 (O): -0.67, atom 5 (H): 0.34, atom 6 (H): 0.33, atom 7 (O): -0.70, atom 8 (H): 0.32

two:
Formula: H8O4
Source: the Open Molecules 2025 dataset
Level of theory: ωB97M-V/def2-TZVPD

```
! wB97M-V def2-TZVPD RIJCOSX def2/J DEFGRID3
* xyz 0 1
O -2.01611 -3.59342 -0.76572
H -2.63128 -3.74296 -0.04778
H -2.56951 -3.50762 -1.54200
O 2.99037 -0.25819 3.43329
H 3.75325 -0.80705 3.25166
H 2.48663 -0.75353 4.07912
O -1.13040 4.51143 -2.59844
H -0.99319 4.07597 -3.43973
H -0.78234 3.89813 -1.95118
O 0.25364 0.39954 -0.32608
H 0.75064 0.22941 0.47409
H -0.11170 -0.45170 -0.56724
*
```

## Properties
Kohn-Sham gap = 12.00 eV
SMILES = O.O.O.O

Here are the Mulliken charges for atoms 1 to 8, given in e: atom 1 (O): -0.64, atom 2 (H): 0.32, atom 3 (H): 0.32, atom 4 (O): -0.64, atom 5 (H): 0.32, atom 6 (H): 0.32, atom 7 (O): -0.64, atom 8 (H): 0.31

Which of them is most stable, and which least? Most stable: one; least stable: two.

one:
Formula: H8O4
Source: the Open Molecules 2025 dataset
Level of theory: ωB97M-V/def2-TZVPD

```
! wB97M-V def2-TZVPD RIJCOSX def2/J DEFGRID3
* xyz 0 1
O 1.60918 -1.02746 1.27556
H 1.01661 -0.57474 1.86390
H 1.43046 -1.95896 1.49030
O -0.25916 -1.25983 -0.80667
H 0.01662 -0.45806 -1.22336
H 0.35480 -1.31876 -0.07365
O -2.12236 0.69551 0.27544
H -1.62935 -0.00243 -0.20292
H -2.40307 1.28976 -0.42470
O 0.83054 1.24166 -0.96513
H 0.05254 1.79235 -1.10026
H 1.10320 1.58097 -0.10850
*
```

## Properties
Kohn-Sham gap = 11.51 eV
SMILES = O.O.O.O

Here are the Mulliken charges for atoms 1 to 8, given in e: atom 1 (O): -0.71, atom 2 (H): 0.35, atom 3 (H): 0.34, atom 4 (O): -0.75, atom 5 (H): 0.36, atom 6 (H): 0.38, atom 7 (O): -0.65, atom 8 (H): 0.40

two:
Formula: H8O4
Source: the Open Molecules 2025 dataset
Level of theory: ωB97M-V/def2-TZVPD

```
! wB97M-V def2-TZVPD RIJCOSX def2/J DEFGRID3
* xyz 0 1
O -0.04815 1.18832 1.34276
H 0.62116 0.75777 1.81149
H -0.68452 0.47947 1.32470
O -0.54833 -1.98795 1.00197
H 0.06727 -1.80724 0.23278
H -1.04478 -2.77469 0.86634
O 0.29196 -1.07995 -1.37051
H 0.63643 -0.15109 -1.21385
H -0.59171 -1.21591 -1.85775
O 0.58633 1.89285 -0.91015
H 0.50960 2.84793 -1.20222
H 0.20475 1.85049 -0.02555
*
```

## Properties
Kohn-Sham gap = 11.73 eV
SMILES = O.O.O.O

Here are the Mulliken charges for atoms 1 to 8, given in e: atom 1 (O): -0.66, atom 2 (H): 0.32, atom 3 (H): 0.31, atom 4 (O): -0.65, atom 5 (H): 0.42, atom 6 (H): 0.26, atom 7 (O): -0.71, atom 8 (H): 0.38

Which of them is most stable, and which least? Most stable: one; least stable: two.

one:
Formula: C6H11O2
Source: the Open Molecules 2025 dataset
Level of theory: ωB97M-V/def2-TZVPD

```
! wB97M-V def2-TZVPD RIJCOSX def2/J DEFGRID3
* xyz -1 1
C -0.72903 1.14269 -1.38310
C -0.93403 0.06012 -0.31262
C -2.21346 0.27383 0.48356
C 0.36453 0.05904 0.54605
C 1.48452 -0.79765 -0.10556
C 2.57670 -1.13594 0.95318
O 3.32682 -0.22944 1.41895
O 2.65040 -2.34461 1.26095
H 0.33047 1.22392 -1.63598
H -1.09469 2.11377 -1.02436
H -1.02293 0.93001 -2.41613
H -0.85962 -0.91479 -0.81237
H -2.65724 -0.68067 0.77032
H -2.03994 0.87583 1.37057
H -2.96738 0.87181 -0.01581
H 0.04377 -0.56088 1.42126
H 0.78800 0.99828 0.87408
H 1.87341 -0.14927 -0.90344
H 1.07970 -1.73606 -0.48955
*
```

## Properties
Kohn-Sham gap = 7.23 eV
SMILES = CC(C)CCC(=O)[O-]

Here are the Mulliken charges for atoms 1 to 8, given in e: atom 1 (C): -1.39, atom 2 (C): 0.93, atom 3 (C): -1.58, atom 4 (C): -0.91, atom 5 (C): -0.47, atom 6 (C): 0.35, atom 7 (O): -0.76, atom 8 (O): -0.74

two:
Formula: C6H11O2
Source: the Open Molecules 2025 dataset
Level of theory: ωB97M-V/def2-TZVPD

```
! wB97M-V def2-TZVPD RIJCOSX def2/J DEFGRID3
* xyz -1 1
C -0.28913 -1.27391 1.35359
C 0.48558 0.01942 0.91836
C 0.20276 1.02051 2.03453
C -0.01836 0.50529 -0.44665
C 0.31264 -0.36685 -1.62814
C -0.42067 0.02984 -3.03334
O -1.06505 1.09708 -2.90276
O -0.36762 -0.74476 -3.98861
H -0.04920 -1.42831 2.40916
H -0.28876 -2.02328 0.56377
H -1.32436 -0.94094 1.50648
H 1.53733 -0.28221 0.76535
H -0.86629 1.09267 2.27028
H 0.75244 0.82813 2.95310
H 0.46798 1.98271 1.60184
H 0.40463 1.50310 -0.57745
H -1.12295 0.60094 -0.40651
H 0.26398 -1.44767 -1.50816
H 1.38505 -0.17175 -1.88483
*
```

## Properties
Kohn-Sham gap = 7.38 eV
SMILES = CC(C)CCC(=O)[O-]

Here are the Mulliken charges for atoms 1 to 8, given in e: atom 1 (C): -1.35, atom 2 (C): 0.54, atom 3 (C): -1.49, atom 4 (C): -0.32, atom 5 (C): -0.72, atom 6 (C): 0.46, atom 7 (O): -0.70, atom 8 (O): -0.73

Which of them is most stable, and which least? Most stable: two; least stable: one.

one:
Formula: C3H7N5O
Source: the Open Molecules 2025 dataset
Level of theory: ωB97M-V/def2-TZVPD

```
! wB97M-V def2-TZVPD RIJCOSX def2/J DEFGRID3
* xyz 0 1
C -0.27479 1.49470 -0.45166
C -0.69537 0.15165 -0.85961
C 0.88625 0.64560 0.76150
N -0.32265 -1.92786 0.16188
N -1.71830 -0.20721 -1.65283
N 2.21091 0.63570 0.36923
N 0.14054 -0.65850 -0.19199
N 0.58273 0.88001 1.99155
O -0.89857 2.51341 -0.35914
H 0.46018 -2.47358 0.49859
H -1.07101 -1.88673 0.85123
H -1.74022 -1.13145 -2.05836
H -2.39832 0.49746 -1.89178
H 2.87186 0.55598 1.12623
H 2.38901 0.06782 -0.44370
H -0.42226 0.84301 2.14887
*
```

## Properties
Kohn-Sham gap (spin up / spin down) = 7.40 / 7.40 eV

Here are the Mulliken charges for atoms 1 to 8, given in e: atom 1 (C): 0.14, atom 2 (C): 0.45, atom 3 (C): 0.75, atom 4 (N): -0.68, atom 5 (N): -0.41, atom 6 (N): -0.52, atom 7 (N): -0.03, atom 8 (N): -0.81

two:
Formula: C3H7N5O
Source: the Open Molecules 2025 dataset
Level of theory: ωB97M-V/def2-TZVPD

```
! wB97M-V def2-TZVPD RIJCOSX def2/J DEFGRID3
* xyz 0 1
N 2.56244 0.32377 -0.62082
N 1.67355 -0.73203 -1.06465
C 0.55236 -0.57364 -0.52365
N -0.47398 -1.44988 -0.96942
N -1.72935 -1.37804 -0.44164
C -1.91081 -0.47229 0.40265
C -0.86726 0.42663 1.08315
O -1.43849 1.67418 1.33690
N 0.28408 0.41527 0.26541
H 2.70474 0.96760 -1.43075
H 3.46096 -0.07381 -0.22220
H -0.30323 -2.00475 -1.78086
H -2.95181 -0.38516 0.85814
H -0.59825 0.20507 2.17811
H -1.96236 2.00189 0.46272
H 0.99742 1.05519 0.46692
*
```

## Properties
Kohn-Sham gap = 9.31 eV
SMILES = N/N=C1/NN=C[C@H](O)N1

Here are the Mulliken charges for atoms 1 to 8, given in e: atom 1 (N): -0.46, atom 2 (N): -0.63, atom 3 (C): 0.47, atom 4 (N): 0.07, atom 5 (N): -0.70, atom 6 (C): -0.17, atom 7 (C): 0.14, atom 8 (O): -0.58

Which of them is most stable, and which least? Most stable: two; least stable: one.